Entry 1:
17
Properties=species:S:1:pos:R:3 method="wB97M-V/def2-TZVPD" multiplicity=1 de_lowest_kcal_mol=74.9 charge=0 energy_ev=-10913.327 smiles="C=C(C)C#N.C=O.O" gap_ha=0.380
C 1.260 -0.495 -1.371
C 1.250 -0.329 -0.084
C 2.428 -0.533 0.814
C -0.024 -0.191 0.484
N -0.944 -0.214 1.165
H 2.188 -0.685 -1.924
H 0.383 -0.275 -1.952
H 3.159 -1.281 0.462
H 2.818 0.412 1.191
H 2.059 -0.852 1.809
C -3.289 -0.876 -0.338
O -4.047 -0.043 -0.766
H -3.676 -1.481 0.531
H -2.406 -1.226 -0.892
O -0.141 2.411 0.195
H -1.000 2.219 0.712
H -0.018 3.437 -0.036

---

Entry 2:
17
Properties=species:S:1:pos:R:3 method="wB97M-V/def2-TZVPD" multiplicity=1 de_lowest_kcal_mol=87.5 charge=0 energy_ev=-10912.781 gap_ha=0.334
C -1.402 0.721 -0.306
C 1.474 -0.800 -0.550
N -1.965 -0.436 -0.145
C 0.991 0.105 0.544
C -1.392 -1.506 1.195
C 1.487 1.307 0.804
O -1.024 1.244 -1.484
O -2.198 -1.751 1.991
H -0.819 0.548 -2.125
H -2.028 -1.026 -0.973
H -1.535 1.483 0.454
H 0.284 -0.427 1.264
H 0.711 -1.559 -0.759
H 1.704 -0.246 -1.463
H 2.368 -1.338 -0.232
H 1.145 1.896 1.641
H 2.197 1.785 0.144

---

Entry 3:
17
Properties=species:S:1:pos:R:3 method="wB97M-V/def2-TZVPD" multiplicity=1 de_lowest_kcal_mol=22.7 charge=0 energy_ev=-10915.593 smiles="CC[C@@H](C=O)NC=O" gap_ha=0.392
C 0.429 -1.350 2.090
C -0.093 -1.320 0.677
C -0.441 0.078 0.016
C -0.478 1.102 1.099
O 0.505 1.754 1.357
N 0.527 0.432 -0.990
C 0.237 0.157 -2.293
O -0.731 -0.499 -2.611
H 1.383 -0.848 2.170
H -0.148 -0.819 2.839
H 0.566 -2.319 2.551
H 0.606 -1.804 -0.003
H -0.995 -1.924 0.618
H -1.406 -0.076 -0.457
H -1.372 1.271 1.693
H 1.203 1.056 -0.676
H 0.984 0.583 -2.973

---

Entry 4:
17
Properties=species:S:1:pos:R:3 method="wB97M-V/def2-TZVPD" multiplicity=1 de_lowest_kcal_mol=148.1 charge=0 energy_ev=-10910.155 gap_ha=0.207
C -1.140 0.860 0.419
C -0.615 -0.578 0.327
C -0.106 -0.769 -1.042
C -0.590 -1.636 -1.886
N -1.259 1.359 1.620
C 2.325 0.584 0.775
O 1.733 1.203 -0.168
O 2.912 -0.480 0.651
H -1.897 1.139 -0.320
H -0.086 1.431 0.148
H -1.364 -1.305 0.648
H 0.200 -0.598 1.052
H 0.819 -0.229 -1.168
H -1.304 -2.368 -1.548
H -0.180 -1.853 -2.852
H -1.825 2.226 1.557
H 2.376 1.014 1.785

---

Entry 5:
18
Properties=species:S:1:pos:R:3 method="wB97M-V/def2-TZVPD" multiplicity=1 de_lowest_kcal_mol=26.8 charge=0 energy_ev=-21750.499 gap_ha=0.331
C -2.220 1.700 -0.458
C 1.318 0.089 0.049
C 0.178 0.731 0.857
C 0.623 -1.053 -0.694
C -1.090 0.188 0.207
N -0.700 -0.487 -0.968
O -1.870 1.824 -1.699
O -2.992 2.252 0.246
S -2.243 -0.666 1.334
H 1.727 0.801 -0.669
H 2.124 -0.269 0.685
H 0.209 0.436 1.906
H 0.217 1.821 0.819
H 1.119 -1.340 -1.620
H 0.543 -1.933 -0.040
H -1.207 1.106 -1.916
H -1.376 -1.177 -1.279
H -2.981 0.418 1.574

---

Entry 6:
18
Properties=species:S:1:pos:R:3 method="wB97M-V/def2-TZVPD" multiplicity=1 de_lowest_kcal_mol=155.8 charge=0 energy_ev=-12957.951 gap_ha=0.307
C -1.898 -0.430 -1.321
C 0.992 0.414 -0.923
N 1.237 1.730 -1.078
O -1.080 0.507 -0.599
O 1.419 -0.514 -1.525
H 2.106 1.975 -1.526
H 0.786 2.353 -0.426
H -1.345 -1.368 -1.399
H -2.076 -0.006 -2.307
H -2.843 -0.559 -0.795
C 1.435 -0.955 1.341
O 0.762 0.152 0.744
C -0.979 0.225 0.778
C -1.777 0.141 1.745
H 1.629 -1.738 0.605
H 0.827 -1.365 2.145
H 2.386 -0.608 1.746
H -1.581 0.045 2.796

---

Entry 7:
19
Properties=species:S:1:pos:R:3 method="wB97M-V/def2-TZVPD" multiplicity=1 de_lowest_kcal_mol=130.0 charge=0 energy_ev=-23793.649 gap_ha=0.351
C -2.392 -1.211 -1.028
C -1.261 -0.629 -1.351
S -1.294 1.155 -1.195
C 0.424 1.490 -0.666
C 0.468 1.294 0.892
O -0.553 1.891 1.550
C 0.548 -0.211 1.126
N 1.615 -0.824 0.710
O 2.650 -0.290 0.162
O 1.656 -2.186 0.826
H -3.168 -0.538 -0.692
H -2.479 -2.259 -0.975
H -0.370 -1.072 -1.797
H 0.689 2.479 -1.063
H 0.891 0.760 -1.133
H 1.440 1.654 1.404
H -1.332 1.859 0.981
H -0.076 -0.996 1.466
H 2.545 -2.365 0.783

---

Entry 8:
19
Properties=species:S:1:pos:R:3 method="wB97M-V/def2-TZVPD" multiplicity=1 de_lowest_kcal_mol=71.2 charge=0 energy_ev=-15009.158 smiles="O=CN[C@H]1[C@H]2OCO[C@@H]12.O" gap_ha=0.377
O -1.336 -1.882 2.048
C -1.393 -1.863 0.826
N -1.456 -0.732 0.079
C -1.512 0.566 0.652
C -0.244 1.267 1.109
O 0.956 0.685 0.673
C 1.170 1.153 -0.646
O -0.113 1.349 -1.198
C -0.945 1.720 -0.133
H -1.578 -2.777 0.229
H -1.478 -0.811 -0.930
H -2.402 0.780 1.248
H -0.196 1.827 2.042
H 1.725 2.106 -0.618
H 1.703 0.388 -1.221
H -1.478 2.664 -0.243
O 2.963 -2.504 -1.435
H 3.406 -1.987 -0.756
H 2.208 -1.949 -1.727